# 1
76
Properties=species:S:1:pos:R:3:forces:R:3 method="wB97M-V/def2-TZVPD" homo_lumo_gap_ha="0.244 / 0.164" spin_multiplicity=2 total_charge=+2
V 0.549392 -0.131936 -0.883214 -4.3 3.7 0.3
C 1.474499 -1.709980 0.243155 2.3 0.5 0.2
C 2.277151 -1.287517 -0.886246 0.5 0.7 1.4
C 2.066522 0.516525 0.597271 1.4 -1.1 -0.4
C 1.420986 -0.618765 1.177774 2.4 -0.2 -0.2
C 2.592754 0.132569 -0.689122 0.0 -1.7 1.7
C 1.165924 -3.126074 0.648839 -0.4 -0.4 -0.2
H 0.768523 -3.713969 -0.193854 0.2 0.0 0.3
H 0.430449 -3.162993 1.482528 0.5 0.0 -0.6
H 2.083760 -3.647681 0.990394 -0.4 0.4 -0.1
C 1.348718 -0.843086 2.660586 -0.7 0.6 0.7
H 0.635098 -1.607393 2.965554 0.0 -0.1 -0.1
H 1.081116 0.054956 3.236959 0.2 -0.3 -0.4
H 2.341453 -1.165653 3.030289 -0.3 0.1 -0.5
C 2.566727 1.719194 1.321060 0.1 1.0 -0.1
H 3.658676 1.798704 1.179788 -0.4 -0.2 0.1
H 2.363958 1.709752 2.395856 0.0 -0.1 -0.3
H 2.146658 2.655191 0.919921 0.0 -0.3 0.2
C 3.404025 1.027216 -1.556528 -0.1 -0.1 -0.4
H 4.334035 0.488245 -1.781575 -0.1 0.4 -0.2
H 3.601883 1.991704 -1.073537 0.1 -0.4 -0.1
H 2.848201 1.209637 -2.486147 0.6 0.3 0.3
C 2.775517 -2.109805 -1.987183 0.6 -0.2 -0.4
H 3.830404 -2.370606 -1.825882 -0.2 -0.2 0.1
H 2.757342 -1.479256 -2.880114 0.2 -0.7 0.3
H 2.158281 -3.010360 -2.094825 0.5 0.2 -0.2
C -1.433459 -0.716826 -1.974519 0.7 -0.8 0.1
C -0.359075 -1.649231 -1.946585 -1.7 -0.6 -0.9
C 0.047475 -2.276213 -3.312792 -0.2 -0.4 0.6
C 0.959479 -1.480267 -4.260474 1.0 0.4 -1.2
C 1.262545 -0.035422 -3.849903 -0.4 -0.2 -0.4
C 0.236237 0.836180 -3.733311 -0.3 -0.4 -0.2
C -1.125163 0.426805 -4.300212 0.4 0.1 -0.3
C -2.029980 -0.353996 -3.339882 -0.6 0.3 0.8
H -0.848139 -2.535093 -3.900209 0.0 0.2 0.6
H 0.537728 -1.525229 -5.289896 0.1 0.3 0.7
H 0.505467 -3.238843 -3.102738 0.1 -0.1 -0.1
H -2.385265 -1.253664 -3.869285 0.2 0.1 0.4
H -2.135017 -0.675501 -1.117166 0.6 0.1 -0.6
H -0.313533 -2.317040 -1.058735 -0.1 0.2 -0.7
H -2.938502 0.227980 -3.173543 0.0 0.1 0.1
H -1.666018 1.306455 -4.645648 0.1 0.2 0.1
H 0.312729 1.841363 -3.297251 0.4 -0.4 -0.7
H -0.996372 -0.166637 -5.228037 0.2 0.3 0.6
H 1.919417 -2.001710 -4.390003 -0.5 0.1 0.1
H 2.324124 0.275360 -3.829682 -0.9 -0.3 0.3
P -2.570700 -2.034043 0.908746 -0.6 -0.5 0.0
C -2.469953 -2.498351 2.641666 0.5 0.3 0.4
H -3.327425 -3.150214 2.867027 0.2 0.1 0.1
H -2.493378 -1.580492 3.257696 -0.1 -0.5 -0.2
H -1.515018 -3.028343 2.840070 -0.6 0.2 -0.1
C -4.011344 -0.996421 0.614156 0.1 0.5 0.0
H -4.923338 -1.548225 0.873033 0.1 0.1 0.0
H -4.050189 -0.696642 -0.443613 -0.1 -0.2 0.3
H -3.921757 -0.082103 1.219127 -0.2 -0.3 -0.1
C -2.762152 -3.550700 -0.053786 0.5 0.0 -0.4
H -2.778552 -3.313774 -1.132608 -0.1 -0.1 0.5
H -3.707418 -4.025055 0.254105 0.3 0.0 -0.1
H -1.898612 -4.210331 0.141866 -0.5 0.1 0.0
P -0.386380 3.153252 -0.828822 1.2 -1.6 0.0
C 0.956373 3.881476 -1.835746 -0.1 0.5 -0.3
H 0.541529 4.593673 -2.567892 0.5 0.0 0.2
H 1.544807 3.106274 -2.366612 -0.4 0.5 0.3
H 1.650047 4.384502 -1.136338 -0.3 0.0 -0.4
C -1.799870 2.824341 -1.903701 -0.5 0.2 -0.1
H -1.495848 2.352388 -2.839105 -0.2 0.4 0.2
H -2.353168 3.749595 -2.073030 -0.1 -0.1 -0.3
H -2.471596 2.110550 -1.405429 0.1 0.2 0.0
C -0.991415 4.464505 0.281315 0.1 0.0 0.1
H -1.369166 5.306717 -0.309016 0.1 0.0 0.1
H -0.170223 4.798002 0.931870 -0.3 -0.1 -0.2
H -1.800422 4.072334 0.919507 0.3 0.1 -0.3
Cl -0.360708 1.780608 2.103114 -0.4 -0.3 -0.5
C -0.691903 0.583961 0.771502 -0.7 -0.6 0.5
H -0.844733 -0.337503 1.378192 -0.6 0.0 -0.3
H -1.633642 0.938176 0.355711 0.0 -0.2 -0.1

# 2
89
Properties=species:S:1:pos:R:3:forces:R:3 method="wB97M-V/def2-TZVPD" homo_lumo_gap_ha=0.291 spin_multiplicity=1 total_charge=+1
O 5.635390 -0.661058 0.606478 0.4 0.1 0.0
S 6.074226 -0.493765 -0.749700 -0.7 0.4 0.0
O 5.623529 0.673979 -1.449161 0.2 -0.2 0.0
O 7.652166 -0.594061 -0.852071 0.1 -0.1 0.2
C 5.611113 -1.933872 -1.656283 -0.2 0.2 -0.3
C 4.083443 -2.093627 -1.456123 0.3 -0.2 0.1
C 3.800445 -3.280760 -0.531485 -0.2 -0.1 -0.2
C 2.352904 -3.363430 0.022344 0.2 0.1 0.2
C 1.363521 -2.442812 -0.598517 0.1 -0.3 -0.1
C 0.709939 -1.404912 -0.043541 -0.2 0.2 0.4
N -0.095691 -0.824093 -1.011882 0.3 0.5 0.2
P -1.288283 0.523194 -0.777710 -0.9 0.1 -0.2
O -0.942267 1.398043 -2.083988 0.4 -0.5 0.1
Cl -0.365096 1.528053 0.698551 0.3 -0.1 0.1
C 0.076799 -1.496203 -2.143413 -0.2 -0.1 -0.2
N 0.940105 -2.471297 -1.914033 0.4 -0.4 0.0
H 8.060281 0.020586 -0.219529 0.0 0.0 -0.1
H 5.866949 -1.736165 -2.697947 0.1 -0.1 0.1
H 6.168435 -2.789905 -1.276618 0.0 0.1 0.0
H 3.625491 -2.239197 -2.439049 0.0 0.1 0.1
H 3.683715 -1.167850 -1.032995 -0.1 -0.1 -0.1
H 4.464710 -3.242290 0.333196 0.0 0.0 -0.1
H 4.029095 -4.200142 -1.079802 0.0 0.0 0.1
H 2.391149 -3.073576 1.076161 -0.1 -0.1 -0.1
H 1.983208 -4.390709 -0.009506 0.0 0.1 0.0
H 0.766360 -1.043406 0.969802 -0.1 0.1 -0.1
H -0.008860 1.659293 -2.155613 -0.1 0.2 -0.1
H -0.410979 -1.302062 -3.086529 0.0 0.0 0.1
H 1.253027 -3.153181 -2.589817 -0.2 0.0 -0.1
C -2.532569 -5.681760 1.087425 0.0 0.0 -0.1
C -2.352845 -4.477897 0.198179 0.1 0.1 0.0
O -1.853273 -4.552782 -0.917182 0.1 0.0 0.0
N -2.748349 -3.269538 0.675733 0.1 0.0 0.0
C -3.313638 -2.927842 1.966863 0.0 0.0 -0.1
H -2.161680 -6.553136 0.557514 0.0 0.0 0.0
H -1.976502 -5.565394 2.018188 0.0 0.0 0.0
H -3.584536 -5.834111 1.330001 0.0 0.0 0.0
H -2.591228 -2.535722 0.002552 -0.1 0.1 0.1
H -4.298577 -2.474754 1.850015 0.0 0.0 0.0
H -2.673993 -2.220100 2.496825 0.0 0.0 0.0
H -3.416068 -3.819082 2.577258 0.0 0.0 0.0
C -2.810492 6.370425 -1.241736 0.1 0.0 0.0
C -2.084770 5.048472 -1.255325 -0.1 0.1 0.0
O -1.171826 4.799696 -0.469036 0.0 0.0 0.1
N -2.466188 4.121196 -2.158050 0.1 0.1 0.1
C -3.510515 4.185217 -3.167122 0.1 -0.1 0.1
H -2.382781 6.989713 -0.459035 0.0 0.0 0.0
H -2.704392 6.881279 -2.199183 0.0 0.0 0.0
H -3.872362 6.228553 -1.039474 0.0 0.0 0.0
H -1.930950 3.273975 -2.069214 -0.1 -0.1 -0.2
H -4.244839 3.398501 -2.998453 0.0 0.1 -0.1
H -3.078772 4.053771 -4.161183 0.0 0.1 0.0
H -4.004342 5.151140 -3.132255 0.0 0.0 0.0
C 7.336614 -2.582848 2.555090 0.0 -0.1 0.0
C 6.448636 -3.804392 2.623225 0.0 0.0 0.0
O 5.274799 -3.770040 2.268895 0.0 0.0 0.0
N 6.995470 -4.955187 3.079320 0.0 0.0 0.0
C 8.352300 -5.186464 3.536680 -0.1 -0.1 0.0
H 6.748676 -1.759645 2.167985 0.0 0.0 0.0
H 7.734194 -2.319734 3.535384 0.0 0.0 0.0
H 8.173062 -2.767634 1.877353 0.1 0.0 0.1
H 6.351670 -5.730994 3.096937 0.0 0.0 0.0
H 8.839033 -5.949842 2.928623 0.0 0.0 0.0
H 8.357433 -5.519683 4.574945 0.0 0.0 0.0
H 8.932371 -4.272554 3.468249 0.0 0.0 0.0
C -6.520821 0.117277 -4.419158 0.0 0.0 0.0
C -6.496249 0.906690 -3.131206 0.0 0.1 0.0
O -5.618186 1.726605 -2.895212 0.0 -0.2 0.0
N -7.490273 0.683883 -2.239913 0.0 -0.1 0.0
C -8.610078 -0.231538 -2.350479 0.0 0.1 0.1
H -5.666147 0.418719 -5.016447 0.0 0.0 0.0
H -6.462516 -0.954084 -4.223806 0.0 0.0 0.0
H -7.433141 0.316312 -4.981621 0.0 0.0 0.0
H -7.420825 1.248106 -1.406987 0.0 0.0 0.0
H -9.555338 0.310222 -2.307298 0.0 0.0 0.0
H -8.594448 -0.959583 -1.538486 0.0 0.0 0.0
H -8.566476 -0.767886 -3.292299 0.0 0.0 0.0
C -1.851628 7.421627 4.617516 0.0 0.0 0.0
C -2.403860 6.652015 3.438365 0.0 0.0 0.0
O -3.603818 6.563879 3.232895 0.0 0.0 0.0
N -1.511906 6.057014 2.605987 0.0 -0.1 0.0
C -0.065788 6.051437 2.681129 -0.2 0.0 -0.2
H -2.689053 7.830074 5.174041 0.0 0.0 0.0
H -1.271027 6.771231 5.272772 0.0 0.0 0.0
H -1.211152 8.239593 4.285804 0.0 0.0 0.0
H -1.933395 5.566154 1.830387 0.1 0.0 -0.1
H 0.356505 6.495002 1.778704 0.1 0.0 0.0
H 0.303942 5.027441 2.760063 0.1 0.0 0.1
H 0.273708 6.613607 3.545068 0.0 0.0 0.0

# 3
8
Properties=species:S:1:pos:R:3:forces:R:3 method="wB97M-V/def2-TZVPD" homo_lumo_gap_ha="0.201 / 0.204" relative_energy_kcal_mol=48.10 spin_multiplicity=1 total_charge=-1
C -0.080577 -0.335490 0.871104 -0.5 -0.1 -0.1
O 0.786302 1.635357 -0.840840 0.1 -0.2 0.3
O -1.464435 0.382596 -1.183665 0.3 -0.3 0.6
P -0.018799 0.407915 -0.839495 -0.1 0.8 -1.2
Cl 2.739911 -1.874516 1.746420 -0.7 0.4 -0.2
Cl -0.253980 0.817067 2.046836 0.3 -0.1 0.6
Cl -0.817651 -1.805650 1.083288 0.3 -0.2 0.3
Cl 0.929458 -1.063434 -1.819833 0.3 -0.5 -0.3

# 4
9
Properties=species:S:1:pos:R:3:forces:R:3 method="wB97M-V/def2-TZVPD" homo_lumo_gap_ha=0.394 relative_energy_kcal_mol=82.16 spin_multiplicity=1
H 1.050670 -1.611046 0.149084 0.3 0.8 -0.4
N 0.614975 -0.717549 -0.147815 -1.2 -2.8 0.1
N 1.370521 0.238651 -0.032147 0.2 0.2 0.1
O 2.556370 0.228081 0.267581 0.6 0.7 0.2
H 0.818285 1.100709 -0.199727 0.6 0.5 0.0
C -1.621976 0.199019 0.063896 0.1 -0.5 -2.9
O -1.167089 1.310124 -0.054907 -0.1 0.5 1.7
H -2.012302 -0.184528 -0.913720 -0.4 -0.5 0.7
H -1.609452 -0.563457 0.867752 0.0 1.0 0.5